(1)
The following is a quantum chemistry calculation of a molecular structure, C31H62BrFNO36PS10, from OMol25.

Last column: Mulliken charge in e.
Geometry (Å):
C (0.316, -0.211, 7.402)  -1.349
C (1.053, 0.875, 6.582)  -0.204
C (0.320, 1.096, 5.252)  -1.701
C (0.920, 2.170, 4.324)  1.760
C (-0.031, 3.357, 4.151)  -0.434
C (-1.472, 3.005, 3.741)  -1.205
C (-2.529, 3.829, 4.464)  -0.298
C (-3.874, 3.671, 3.770)  -0.907
O (-4.255, 2.305, 3.753)  -0.440
C (-4.415, 1.729, 2.475)  -0.539
O (2.161, 2.623, 4.986)  -0.378
S (3.001, 3.812, 4.375)  1.510
O (2.499, 5.085, 4.801)  -0.659
O (4.363, 3.514, 4.725)  -0.798
C (2.914, 3.701, 2.559)  0.614
C (2.535, 5.087, 2.017)  -0.559
C (3.590, 6.204, 2.134)  -0.713
C (4.369, 6.533, 0.862)  -0.373
F (5.726, 6.332, 1.064)  -0.319
P (4.612, 3.237, 1.919)  0.626
N (4.672, 3.149, 0.358)  -0.866
C (1.922, 2.639, 2.009)  -2.993
C (1.421, 1.577, 2.987)  0.917
S (2.679, 0.266, 3.259)  -0.133
Br (0.008, 0.639, 2.045)  0.150
H (-0.199, 0.205, 8.262)  0.330
H (1.012, -0.979, 7.729)  0.370
H (-0.430, -0.715, 6.787)  0.360
H (2.057, 0.507, 6.386)  0.190
H (1.091, 1.797, 7.153)  0.358
H (-0.699, 1.367, 5.511)  0.420
H (0.314, 0.135, 4.748)  0.321
H (-0.031, 3.879, 5.111)  0.440
H (0.342, 4.065, 3.413)  -0.370
H (-1.566, 3.236, 2.676)  0.486
H (-1.705, 1.952, 3.831)  0.565
H (-2.650, 3.479, 5.491)  0.301
H (-2.261, 4.881, 4.413)  0.024
H (-3.833, 4.092, 2.762)  0.418
H (-4.637, 4.230, 4.316)  0.440
H (-3.762, 2.191, 1.733)  0.218
H (-5.453, 1.801, 2.144)  0.364
H (-4.146, 0.676, 2.545)  0.166
H (1.657, 5.436, 2.557)  -0.471
H (2.222, 4.972, 0.979)  1.007
H (3.047, 7.105, 2.418)  0.248
H (4.292, 6.009, 2.942)  0.438
H (4.075, 5.901, 0.027)  0.238
H (4.244, 7.580, 0.594)  0.346
H (4.898, 2.020, 2.542)  0.054
H (5.518, 4.147, 2.466)  0.112
H (3.806, 3.369, -0.111)  0.315
H (2.420, 2.101, 1.202)  1.041
H (1.064, 3.127, 1.548)  0.383
H (3.496, 0.912, 4.099)  0.164
C (-2.553, -1.112, -1.937)  0.120
C (-2.141, -0.415, -3.215)  0.084
O (-1.770, 0.907, -2.776)  -0.356
S (-1.122, 0.843, -1.327)  0.885
O (0.292, 0.820, -1.423)  -0.559
O (-1.785, 1.792, -0.507)  -0.484
O (-1.617, -0.632, -0.949)  0.035
H (-3.559, -0.822, -1.625)  0.130
H (-2.480, -2.193, -2.011)  -0.024
H (-2.942, -0.349, -3.945)  0.402
H (-1.269, -0.888, -3.670)  -0.179
C (0.856, -2.942, 2.811)  0.814
C (0.352, -3.091, 1.398)  -0.228
O (-0.309, -4.369, 1.386)  -0.238
S (-0.980, -4.634, 2.809)  0.936
O (-2.355, -4.285, 2.752)  -0.538
O (-0.571, -5.910, 3.266)  -0.572
O (-0.207, -3.491, 3.612)  -0.327
H (1.768, -3.513, 2.993)  0.377
H (1.007, -1.896, 3.054)  -0.696
H (1.139, -3.081, 0.650)  0.396
H (-0.381, -2.317, 1.161)  -0.022
C (0.926, -1.367, -6.979)  -0.200
C (0.432, -0.836, -8.308)  -0.361
O (-0.935, -1.304, -8.384)  -0.344
S (-1.566, -1.344, -6.926)  1.095
O (-2.317, -0.161, -6.690)  -0.571
O (-2.140, -2.621, -6.707)  -0.555
O (-0.208, -1.221, -6.107)  -0.124
H (1.194, -2.422, -7.034)  0.257
H (1.759, -0.799, -6.581)  0.243
H (0.989, -1.215, -9.151)  0.318
H (0.420, 0.256, -8.327)  0.272
C (0.318, 7.841, 4.242)  -0.015
C (-0.618, 8.550, 5.196)  -0.418
O (-1.670, 9.047, 4.349)  -0.347
S (-1.919, 8.028, 3.146)  1.047
O (-2.992, 7.167, 3.492)  -0.511
O (-1.903, 8.749, 1.929)  -0.571
O (-0.560, 7.197, 3.302)  -0.206
H (0.950, 8.550, 3.704)  0.255
H (0.937, 7.091, 4.730)  0.117
H (-0.148, 9.379, 5.716)  0.346
H (-1.054, 7.859, 5.921)  0.304
C (1.666, -6.158, -2.957)  -0.504
C (1.568, -5.652, -1.530)  -0.314
O (1.173, -4.272, -1.695)  -0.154
S (0.235, -4.121, -2.969)  0.979
O (-1.122, -4.105, -2.553)  -0.432
O (0.759, -3.082, -3.777)  -0.582
O (0.555, -5.530, -3.622)  -0.259
H (2.581, -5.835, -3.457)  0.293
H (1.563, -7.237, -3.019)  0.309
H (2.506, -5.698, -0.985)  0.407
H (0.790, -6.182, -0.978)  0.258
C (6.624, -0.540, -8.020)  -0.331
C (5.668, 0.133, -7.056)  -0.275
O (4.615, 0.619, -7.905)  -0.315
S (4.398, -0.379, -9.130)  1.097
O (3.323, -1.260, -8.829)  -0.499
O (4.405, 0.367, -10.330)  -0.560
O (5.760, -1.188, -8.970)  -0.311
H (7.244, 0.184, -8.549)  0.293
H (7.252, -1.285, -7.541)  0.306
H (6.114, 0.967, -6.524)  0.334
H (5.245, -0.577, -6.342)  0.244
C (-3.063, -7.660, -4.301)  -0.290
C (-3.693, -8.269, -3.066)  -0.261
O (-2.813, -9.362, -2.728)  -0.344
S (-1.320, -8.964, -3.083)  1.019
O (-0.678, -8.435, -1.929)  -0.489
O (-0.728, -10.018, -3.823)  -0.564
O (-1.648, -7.736, -4.042)  -0.227
H (-3.284, -8.244, -5.196)  0.239
H (-3.349, -6.624, -4.455)  0.319
H (-4.694, -8.647, -3.246)  0.359
H (-3.708, -7.582, -2.227)  0.264
C (-4.736, -3.685, 0.164)  -0.069
C (-5.797, -4.656, 0.634)  -0.372
O (-6.641, -4.824, -0.519)  -0.359
S (-5.767, -4.737, -1.850)  1.009
O (-5.424, -6.054, -2.262)  -0.487
O (-6.381, -3.827, -2.740)  -0.588
O (-4.468, -4.088, -1.190)  -0.107
H (-5.108, -2.658, 0.157)  0.233
H (-3.821, -3.748, 0.748)  0.110
H (-6.389, -4.274, 1.460)  0.351
H (-5.369, -5.624, 0.902)  0.295

Calculated values
**HOMO-LUMO gap**: 9.08 eV
**F_max**: 1.1 eV/A
**Calculated total energy**: -10978.69746 hartree
**Lowest unoccupied orbital energy**: 0.00 eV
**2S+1**: 1



(2)
The following is a quantum chemistry calculation of 6 unconnected molecules or ions with the total composition C31H62F13NO11, from OMol25.

Last column: Mulliken charge in e.
Geometry (Å):
N (-3.700, 4.854, 2.758)  -0.618
C (-2.494, 4.561, 1.960)  -0.094
C (-2.837, 3.737, 0.702)  -0.340
O (-4.089, 3.145, 0.817)  -0.367
C (-4.343, 2.137, -0.148)  -0.218
C (-5.279, 1.105, 0.440)  -0.765
C (-5.142, -0.258, -0.274)  -1.109
C (-4.791, -1.436, 0.616)  0.760
F (-5.380, -2.565, 0.149)  -0.342
F (-5.251, -1.256, 1.875)  -0.334
C (-3.248, -1.699, 0.767)  0.639
F (-2.985, -2.267, 1.959)  -0.338
F (-2.603, -0.512, 0.733)  -0.286
C (-2.691, -2.624, -0.339)  0.753
F (-3.217, -2.173, -1.514)  -0.286
F (-3.096, -3.891, -0.128)  -0.302
C (-1.151, -2.633, -0.584)  0.300
F (-0.747, -1.404, -0.973)  -0.249
F (-0.967, -3.490, -1.617)  -0.251
C (-0.248, -3.135, 0.594)  0.573
F (0.753, -3.870, 0.068)  -0.316
F (-0.951, -3.903, 1.434)  -0.271
C (0.452, -2.027, 1.420)  0.700
F (1.311, -1.334, 0.645)  -0.251
F (1.138, -2.648, 2.410)  -0.260
F (-0.438, -1.184, 1.965)  -0.231
H (-3.869, 4.080, 3.383)  0.243
H (-3.514, 5.649, 3.354)  0.236
H (-1.783, 4.002, 2.563)  -0.144
H (-2.024, 5.491, 1.673)  0.396
H (-2.754, 4.380, -0.178)  0.246
H (-2.060, 2.979, 0.580)  0.256
H (-4.765, 2.596, -1.042)  0.070
H (-3.402, 1.683, -0.453)  0.355
H (-6.301, 1.433, 0.315)  0.331
H (-5.061, 1.052, 1.497)  0.444
H (-4.374, -0.167, -1.032)  0.453
H (-6.054, -0.505, -0.796)  0.673
C (5.527, 0.731, 2.848)  -0.815
O (4.771, -0.144, 3.670)  -0.482
C (3.872, -0.952, 2.930)  -0.110
C (4.405, -2.358, 2.767)  -0.582
O (5.572, -2.382, 1.957)  -0.365
C (6.768, -2.496, 2.706)  -0.747
H (6.323, 1.157, 3.458)  0.380
H (5.971, 0.207, 2.004)  0.280
H (4.895, 1.544, 2.476)  0.371
H (3.666, -0.506, 1.953)  0.329
H (2.933, -0.993, 3.490)  0.226
H (3.651, -2.972, 2.269)  0.273
H (4.608, -2.801, 3.746)  0.366
H (6.868, -3.505, 3.122)  0.358
H (6.807, -1.766, 3.518)  0.293
H (7.601, -2.316, 2.029)  0.233
C (-0.380, -7.631, -4.245)  -0.717
O (-0.771, -6.719, -5.255)  -0.373
C (-2.012, -7.045, -5.860)  -0.488
C (-3.137, -6.190, -5.322)  -0.484
O (-3.395, -6.461, -3.955)  -0.405
C (-2.838, -5.499, -3.077)  -0.892
H (0.469, -7.196, -3.721)  0.243
H (-1.185, -7.808, -3.528)  0.308
H (-0.070, -8.585, -4.685)  0.331
H (-2.243, -8.105, -5.718)  0.313
H (-1.910, -6.861, -6.934)  0.369
H (-4.051, -6.416, -5.880)  0.405
H (-2.905, -5.130, -5.468)  0.292
H (-3.395, -4.558, -3.134)  0.375
H (-1.786, -5.313, -3.303)  0.426
H (-2.917, -5.893, -2.065)  0.287
C (8.997, 2.331, -2.594)  -0.689
O (9.706, 2.349, -1.369)  -0.371
C (9.078, 3.132, -0.366)  -0.687
C (8.336, 2.273, 0.632)  -0.387
O (7.228, 1.613, 0.038)  -0.359
C (7.490, 0.252, -0.262)  -0.621
H (9.448, 1.565, -3.222)  0.241
H (7.941, 2.091, -2.445)  0.291
H (9.081, 3.297, -3.103)  0.330
H (8.397, 3.860, -0.816)  0.346
H (9.865, 3.683, 0.159)  0.388
H (7.946, 2.914, 1.429)  0.381
H (9.017, 1.547, 1.086)  0.345
H (7.522, -0.342, 0.656)  0.098
H (8.432, 0.130, -0.802)  0.391
H (6.677, -0.116, -0.885)  0.292
C (-6.516, 2.165, -3.657)  -0.922
O (-5.106, 2.288, -3.726)  -0.167
C (-4.560, 1.808, -4.946)  -0.560
C (-4.217, 2.940, -5.887)  -0.570
O (-5.378, 3.624, -6.330)  -0.378
C (-5.599, 4.852, -5.659)  -0.641
H (-6.854, 2.730, -2.789)  0.253
H (-6.999, 2.567, -4.550)  0.451
H (-6.806, 1.116, -3.529)  0.297
H (-5.250, 1.111, -5.428)  0.389
H (-3.643, 1.263, -4.701)  0.338
H (-3.722, 2.527, -6.771)  0.377
H (-3.522, 3.634, -5.404)  0.329
H (-4.872, 5.604, -5.983)  0.328
H (-5.540, 4.736, -4.575)  0.229
H (-6.598, 5.194, -5.923)  0.239
C (2.223, 3.083, 6.105)  -0.579
O (1.400, 2.251, 6.901)  -0.373
C (0.131, 2.816, 7.168)  -0.531
C (-0.945, 2.222, 6.288)  -0.507
O (-0.757, 2.560, 4.920)  -0.322
C (-0.186, 1.512, 4.158)  -1.181
H (3.083, 2.494, 5.797)  0.171
H (1.698, 3.434, 5.213)  0.236
H (2.574, 3.945, 6.683)  0.337
H (0.161, 3.903, 7.045)  0.310
H (-0.111, 2.600, 8.213)  0.378
H (-1.914, 2.628, 6.594)  0.393
H (-0.978, 1.136, 6.412)  0.320
H (-0.918, 0.714, 3.992)  0.457
H (0.700, 1.097, 4.643)  0.556
H (0.103, 1.927, 3.192)  0.298

Calculated values
**HOMO-LUMO gap**: 9.48 eV
**F_max**: 1.0 eV/A
**Calculated total energy**: -3398.78899 hartree
**Lowest unoccupied orbital energy**: 0.54 eV
**2S+1**: 1
**SMILES**: NCCOCCCC(F)(F)C(F)(F)C(F)(F)C(F)(F)C(F)(F)C(F)(F)F.COCCOC.COCCOC.COCCOC.COCCOC.COCCOC